This record from the Open Molecules 2025 dataset describes a molecular structure, C61H131N2O43P7 in a non-equilibrium geometry. The level of theory is the ωB97M-V functional and the def2-TZVPD basis.

Net charge = 0
E_tot = -221440.050 eV
Highest occupied orbital energy = -9.821 eV
Lowest unoccupied orbital energy = -0.33 eV

Geometry (Å):
C 0.8301 3.0666 -0.1125
C 0.7136 3.8943 1.0838
N 0.6379 4.6255 1.9622
H 0.7249 3.7407 -0.9677
H -0.0414 2.4163 -0.1832
H 1.8202 2.6219 -0.1107
C 5.4654 2.0052 0.1725
C 4.4606 1.1186 0.7410
N 3.7010 0.3654 1.1533
H 5.3811 1.9909 -0.9123
H 6.4344 1.5589 0.4087
H 5.4339 3.0076 0.5847
C 5.5195 -3.5766 -8.3117
C 5.6807 -2.8262 -7.0311
O 5.3031 -3.7059 -5.9477
P 5.3689 -3.1118 -4.4604
O 5.4768 -1.6506 -4.4673
O 4.2088 -3.8396 -3.6980
C 2.8796 -3.3771 -4.0157
C 2.4723 -2.0423 -3.4229
O 6.5840 -3.8667 -3.8045
C 7.9482 -3.4643 -4.0770
C 8.6754 -4.6496 -4.7394
H 6.3687 -4.2288 -8.5554
H 4.6751 -4.2707 -8.3240
H 5.4188 -3.0081 -9.2393
H 6.7219 -2.5306 -6.8969
H 5.0346 -1.9500 -7.0113
H 2.6721 -3.4667 -5.0827
H 2.2361 -4.1008 -3.5100
H 2.9601 -1.8729 -2.4586
H 3.0129 -1.2685 -3.9902
H 1.4115 -1.8211 -3.4306
H 7.8854 -2.6687 -4.8164
H 8.3984 -3.1785 -3.1348
H 8.0084 -5.5104 -4.8103
H 8.8360 -4.4490 -5.8006
H 9.5711 -4.9109 -4.1853
C -1.8506 8.6340 6.1125
C -0.6674 8.4910 7.0742
O -0.7390 7.2940 7.8189
P -0.0729 5.9098 7.3651
O 0.3987 5.0903 8.4549
O -1.1664 5.2515 6.4165
C -2.5224 5.1115 6.8501
C -3.2727 4.2493 5.8527
O 1.0491 6.3596 6.3577
C 1.2314 5.7931 5.0373
C 2.7098 5.6835 4.7293
H -2.8223 8.6422 6.6136
H -1.8258 9.6225 5.6372
H -1.8548 7.9059 5.2996
H 0.2130 8.5805 6.4387
H -0.7208 9.3544 7.7351
H -2.5770 4.7157 7.8667
H -2.9704 6.1060 6.9144
H -3.4812 3.2476 6.2292
H -4.2203 4.6899 5.5432
H -2.6761 4.1261 4.9466
H 0.6511 4.8764 4.9488
H 0.7447 6.5080 4.3683
H 3.0831 6.6522 4.4027
H 3.2608 5.3214 5.5918
H 2.7606 5.0131 3.8686
C 2.5392 3.6791 -11.5261
C 3.2572 3.1012 -10.3215
O 2.3994 2.9922 -9.1671
P 2.3731 1.7166 -8.2590
O 2.4639 0.4480 -8.9773
O 1.0692 1.9250 -7.4000
C 0.2918 0.7701 -7.0901
C 0.0566 0.7029 -5.6022
O 3.4860 1.9490 -7.1614
C 4.7950 1.3806 -7.2365
C 5.2908 1.0463 -5.8553
H 1.8165 4.4408 -11.2548
H 3.3100 4.1164 -12.1630
H 2.1218 2.8276 -12.0574
H 3.6782 2.1260 -10.5931
H 4.1480 3.6209 -9.9517
H -0.6306 0.6956 -7.6804
H 0.7045 -0.1967 -7.3970
H -0.6282 1.4222 -5.1493
H -0.3449 -0.2967 -5.4082
H 0.9970 0.7536 -5.0492
H 4.7506 0.4876 -7.8685
H 5.5084 2.0354 -7.7517
H 5.2951 1.9174 -5.1996
H 4.6122 0.3155 -5.4108
H 6.2390 0.5142 -5.8291
C 0.6655 -1.6287 1.0626
C -0.6833 -1.3319 1.6582
O -1.3069 -0.2434 0.9762
P -2.6322 -0.3545 0.1121
O -3.7114 -1.0734 0.7817
O -2.8911 1.1737 -0.1346
C -3.6227 1.9179 0.8540
C -2.6267 2.8734 1.4790
O -2.1983 -0.8864 -1.2844
C -1.7308 -0.1190 -2.3943
C -2.9209 0.2743 -3.2474
H 0.5384 -1.6842 -0.0174
H 1.4645 -0.9177 1.2641
H 0.9724 -2.5390 1.5760
H -1.2691 -2.2628 1.7162
H -0.6765 -1.1598 2.7444
H -4.3109 2.5182 0.2621
H -4.1540 1.3777 1.6338
H -2.1657 3.4813 0.6932
H -2.9097 3.5064 2.3177
H -1.7470 2.3290 1.8530
H -1.2670 0.8159 -2.0710
H -1.0189 -0.7023 -2.9731
H -3.5959 0.9179 -2.6742
H -2.7054 0.8914 -4.1250
H -3.5102 -0.5723 -3.6027
C -2.1652 6.9515 0.2357
C -0.8183 7.1261 -0.4476
O -0.7251 6.1138 -1.4570
P -0.8448 6.3084 -3.0289
O -0.4526 7.5802 -3.6135
O -0.0580 5.0116 -3.5098
C 1.3423 5.0498 -3.8399
C 1.7700 3.6178 -3.8627
O -2.3438 5.8683 -3.2854
C -2.8040 4.5193 -3.4375
C -4.0151 4.3385 -2.5742
H -2.9458 6.8441 -0.5166
H -2.1045 5.9881 0.7500
H -2.3926 7.7148 0.9752
H -0.6178 8.1375 -0.8054
H -0.0343 6.9291 0.2872
H 1.4263 5.5257 -4.8240
H 1.9442 5.7321 -3.2332
H 2.8301 3.3730 -3.9024
H 1.3638 3.1749 -2.9456
H 1.2992 3.0270 -4.6482
H -2.9167 4.3210 -4.5058
H -2.0275 3.8096 -3.1370
H -4.4341 3.3372 -2.5853
H -3.7228 4.5707 -1.5385
H -4.7402 5.1479 -2.6906
C -1.7596 -8.1240 0.5198
C -1.0918 -7.2428 1.5543
O -1.4323 -7.7493 2.8330
P -1.8744 -6.9235 4.1057
O -0.9899 -7.0218 5.2639
O -2.0306 -5.4509 3.4958
C -1.7396 -4.3191 4.3057
C -0.2822 -3.8830 4.1790
O -3.3746 -7.3988 4.2660
C -3.9269 -7.8264 5.5214
C -3.3166 -9.1042 6.0622
H -1.5048 -7.8313 -0.4969
H -1.4268 -9.1483 0.7011
H -2.8446 -8.1544 0.6377
H -0.0058 -7.2559 1.4030
H -1.2707 -6.1855 1.3535
H -2.3659 -3.4589 4.0338
H -2.0268 -4.4850 5.3471
H 0.2329 -4.1401 3.2554
H -0.1342 -2.8462 4.4825
H 0.2631 -4.4586 4.9398
H -3.7381 -7.0475 6.2651
H -5.0015 -7.8971 5.3715
H -3.5335 -9.9899 5.4719
H -2.2590 -8.9091 6.2209
H -3.7926 -9.2455 7.0372
C -1.1665 -1.4622 8.6726
C 0.2092 -0.8663 8.4222
O 0.1110 0.0056 7.2912
P 1.0686 1.2741 7.2567
O 0.7489 2.3484 8.1773
O 1.1173 1.6319 5.7056
C -0.1398 1.9319 5.0567
C 0.1932 2.1302 3.5941
O 2.5236 0.7069 7.5031
C 3.2222 -0.1399 6.5999
C 4.1510 -1.0755 7.3575
H -1.1612 -2.4033 9.2196
H -1.7354 -0.7958 9.3321
H -1.7548 -1.4915 7.7573
H 0.5312 -0.3242 9.3113
H 0.9270 -1.6565 8.1935
H -0.8587 1.1330 5.2289
H -0.5176 2.8915 5.4175
H -0.6643 2.1229 2.9211
H 0.7856 3.0394 3.4991
H 0.8333 1.3124 3.2454
H 2.5900 -0.7206 5.9207
H 3.7913 0.5333 5.9525
H 3.6390 -2.0174 7.5514
H 5.0607 -1.2095 6.7761
H 4.4254 -0.6637 8.3278
C -3.5887 -3.7529 -6.8308
C -3.9313 -2.9355 -5.5652
O -2.6817 -2.6342 -4.9710
C -1.7017 -2.7978 -5.9096
O -0.5683 -2.4890 -5.8477
O -2.1940 -3.5320 -6.9367
H -4.0693 -3.3233 -7.7034
H -3.8403 -4.8015 -6.6940
H -4.6268 -3.4587 -4.9128
H -4.4577 -2.0312 -5.8842
C -1.9366 -4.5484 -2.0485
C -0.7365 -4.3288 -2.9248
O 0.3908 -4.6767 -2.1091
C -0.0221 -4.5024 -0.8148
O 0.6464 -4.5607 0.1576
O -1.3583 -4.2228 -0.7730
H -2.2899 -5.5794 -2.0363
H -2.7689 -3.8976 -2.3067
H -0.4855 -3.3161 -3.2541
H -0.8830 -4.8727 -3.8634
C -4.8885 -5.3875 2.0515
C -5.1862 -3.9466 2.4770
O -6.6075 -3.8095 2.1988
C -7.0843 -4.9054 1.5786
O -8.1957 -5.0365 1.1873
O -6.0864 -5.7841 1.3205
H -4.6796 -5.9960 2.9273
H -4.1550 -5.5894 1.2725
H -4.6982 -3.2401 1.8217
H -5.0615 -3.8115 3.5450
C -6.6073 0.6919 -0.1485
C -7.9352 0.1803 -0.7173
O -8.5016 1.3266 -1.3506
C -7.7113 2.4124 -1.1572
O -7.9150 3.4707 -1.6384
O -6.6080 2.0781 -0.4443
H -5.7593 0.1503 -0.5749
H -6.5238 0.4933 0.9204
H -8.5663 -0.2441 0.0642
H -7.8413 -0.6003 -1.4714
C 3.3020 -1.7968 3.4739
C 3.9501 -0.8689 4.5229
O 5.3317 -1.2379 4.5233
C 5.5501 -2.2334 3.6347
O 6.6032 -2.7526 3.4428
O 4.4166 -2.5390 2.9692
H 2.8212 -1.1659 2.7425
H 2.6521 -2.5383 3.9361
H 3.4502 -0.8696 5.4907
H 3.9845 0.1679 4.1790

Atomic forces in eV per Å
C -0.408 0.888 -0.017
C -0.014 0.301 -0.551
N -0.018 0.319 0.085
H 0.203 0.060 0.054
H 0.393 -0.573 0.194
H -0.215 -0.571 -0.166
C 0.480 -0.585 -0.014
C -0.028 0.096 -0.073
N -0.163 0.110 0.092
H -0.120 0.241 -0.008
H 0.029 0.161 0.022
H -0.180 0.069 -0.043
C 0.251 -1.452 -1.486
C -0.244 0.029 -0.070
O -0.180 0.274 0.083
P 1.242 -0.605 -0.407
O -0.321 0.162 0.200
O -0.282 0.821 -0.212
C -1.747 -1.076 0.960
C 2.315 1.289 -0.620
O -0.006 -0.081 0.628
C -0.594 -0.966 -1.071
C -0.683 0.092 -0.182
H 0.092 0.085 0.485
H -0.190 0.301 0.390
H -0.102 0.647 0.449
H -0.047 0.225 0.036
H 0.102 0.103 0.098
H 0.271 0.204 -0.084
H 0.220 -0.284 -0.288
H -0.612 -0.523 0.372
H -0.580 0.108 -0.194
H -0.125 -0.299 0.041
H 0.368 0.518 0.472
H 0.005 0.284 -0.013
H 0.010 -0.045 0.598
H 0.640 0.228 0.169
H 0.194 -0.102 -0.320
C -0.399 0.529 -0.133
C -1.126 0.737 -1.371
O 0.497 -0.230 0.357
P 0.155 0.668 -0.095
O -0.219 -0.041 0.787
O -0.062 -0.145 -0.279
C -0.460 0.349 0.270
C -0.049 -0.347 -0.301
O 0.081 -0.121 -0.292
C -0.497 0.796 0.121
C -0.790 -0.058 -0.437
H 0.119 -0.392 0.158
H 0.324 -0.081 0.007
H 0.040 -0.179 0.179
H 0.393 -0.303 0.486
H 0.288 -0.293 0.426
H 0.269 -0.228 -0.086
H 0.104 0.035 -0.165
H 0.062 0.023 0.082
H -0.007 0.071 0.142
H 0.048 0.104 0.027
H 0.391 -0.209 0.102
H 0.121 -0.169 -0.229
H 0.188 0.029 0.204
H 0.090 -0.170 -0.084
H 0.421 -0.110 0.128
C 0.867 -0.329 0.365
C 1.008 -0.453 0.580
O -0.570 0.371 -0.374
P 0.219 -0.218 0.032
O 0.227 -0.421 -0.221
O -0.215 0.022 -0.539
C -0.821 -1.034 0.345
C -0.221 -0.645 0.486
O 0.297 0.266 0.367
C 0.828 -0.535 -0.637
C -0.864 -0.468 0.463
H -0.143 -0.056 -0.035
H -0.145 0.098 -0.121
H -0.527 0.310 -0.138
H -0.456 -0.158 0.111
H -0.311 0.655 -0.369
H -0.132 1.007 0.187
H 1.008 0.461 0.056
H 0.038 0.264 -0.411
H -0.039 0.169 0.123
H 0.097 0.050 -0.157
H -0.113 -0.085 0.187
H -0.384 0.405 0.083
H 0.232 0.084 -0.112
H -0.083 0.144 0.050
H 0.227 0.335 -0.268
C -0.019 0.161 0.688
C -0.118 -0.723 1.024
O -0.047 -0.019 0.226
P 0.663 0.400 1.172
O -0.334 -0.592 -0.205
O -0.518 -0.300 -0.172
C 0.211 2.140 0.106
C 1.653 -0.182 -0.116
O 0.070 -0.777 -0.557
C -0.536 0.960 -0.730
C -0.916 0.467 -0.240
H 0.264 -0.582 -0.020
H -0.368 0.476 -0.014
H 0.241 -0.355 -0.749
H -0.350 0.253 -1.083
H 0.444 0.904 -0.225
H -0.388 -0.235 0.210
H 0.091 -0.736 -0.421
H -0.401 0.304 0.033
H -0.642 0.007 -0.203
H -0.753 -0.169 -0.274
H 0.287 -0.247 0.247
H 0.080 -0.240 0.266
H 0.047 -0.203 0.228
H 0.571 -0.243 0.060
H 0.213 -0.148 0.145
C 0.300 -0.652 -0.138
C -0.093 0.285 0.773
O 0.797 0.322 0.093
P -0.522 -1.119 0.296
O 0.067 0.299 0.188
O 0.155 0.382 0.120
C 0.193 0.754 -1.450
C -0.224 -1.203 0.680
O 0.102 0.340 -0.474
C 0.632 -0.529 -0.129
C -0.044 1.021 1.160
H -0.153 0.370 0.077
H -0.189 0.068 0.128
H -0.009 0.158 -0.124
H -0.272 -0.157 -0.539
H 0.075 -0.182 -0.167
H -0.095 -0.266 -0.071
H -0.312 -0.383 0.716
H 0.126 0.534 -0.018
H 0.309 -0.096 0.041
H -0.060 0.428 -0.287
H -0.490 0.219 0.016
H 0.057 0.160 0.214
H -0.217 0.049 -0.252
H 0.302 -0.520 -0.043
H -0.335 -0.468 -0.766
C -0.059 -0.478 0.400
C 0.825 0.274 -1.487
O -0.141 0.476 0.470
P 0.295 0.246 -1.033
O -0.315 0.012 0.252
O -0.205 -0.087 0.114
C 0.104 1.394 0.070
C 0.586 -0.975 1.543
O 0.002 -0.254 0.092
C 0.178 0.084 0.533
C -0.512 0.465 0.322
H 0.064 0.041 -0.030
H 0.062 -0.011 -0.264
H -0.010 0.287 -0.032
H 0.007 -0.539 0.368
H -0.783 0.042 0.708
H -0.239 -0.504 -0.638
H 0.344 -0.333 0.023
H -0.496 0.289 -0.386
H -0.167 0.144 -0.353
H 0.107 0.028 -0.150
H -0.108 0.095 -0.077
H 0.000 -0.054 -0.153
H 0.230 0.048 -0.241
H 0.098 -0.431 -0.070
H 0.162 -0.147 0.041
C -0.600 0.822 0.664
C -0.505 -0.648 0.268
O 0.025 -0.076 -0.310
P 0.746 0.413 -0.031
O -0.316 -0.179 0.143
O -0.509 -0.333 0.254
C 0.152 0.528 -0.734
C 0.696 -0.687 0.090
O -0.311 -0.079 0.763
C -0.751 2.983 3.617
C -0.039 -0.025 0.331
H 0.249 -0.229 -0.387
H 0.098 0.110 -0.139
H 0.193 -0.471 -0.133
H 0.204 0.079 -0.103
H 0.130 0.114 -0.034
H -0.001 -0.058 0.106
H -0.130 -0.248 0.468
H 0.270 0.288 0.646
H -0.312 -0.165 -0.065
H 0.009 -0.110 0.073
H -3.335 1.189 2.592
H -0.379 0.387 0.877
H 0.218 -0.183 -0.056
H -0.005 -0.380 0.231
H -0.107 0.249 -0.143
C -0.164 0.649 0.908
C -1.220 0.043 -0.994
O 0.507 0.351 0.002
C -1.332 -1.645 -0.491
O 0.706 0.613 0.657
O 0.438 0.042 -0.389
H -0.100 -0.252 -0.124
H 0.323 -0.140 -0.271
H 0.484 -0.109 0.419
H 0.341 0.253 0.295
C 0.552 0.746 0.299
C 0.149 0.411 -1.495
O -0.674 -0.634 0.730
C -0.625 0.079 -0.470
O 0.485 -0.214 0.069
O -0.214 -0.275 0.142
H 0.163 -0.118 -0.016
H 0.077 0.219 0.311
H -0.865 0.261 0.254
H 0.835 -0.567 0.284
C -0.452 -0.429 -0.823
C -0.710 -0.461 -0.994
O 0.153 -0.186 0.480
C 0.703 0.112 -0.750
O -0.498 -0.026 0.139
O -0.184 0.047 1.213
H -0.332 -0.415 -0.217
H 0.680 0.645 0.526
H 0.413 0.496 0.372
H 0.311 0.326 -0.058
C 0.035 -1.166 0.179
C 0.031 -0.379 -0.030
O -0.066 0.142 0.463
C 0.137 -0.928 -0.521
O -0.091 0.620 0.133
O 0.061 0.133 0.086
H 0.104 0.505 -0.300
H -0.163 0.448 0.071
H -0.300 0.449 -0.036
H 0.262 0.094 -0.056
C 0.833 0.149 1.134
C 1.530 -0.773 -3.422
O 0.063 -0.677 0.149
C 0.036 0.138 -0.209
O -0.074 0.044 0.066
O -0.060 0.121 -0.379
H -0.043 -0.494 -0.500
H -0.410 0.136 -0.075
H 3.476 -2.894 -4.692
H -0.538 0.016 -0.180